# 1
# C4H6O2

A 2-piece molecular cluster, C4H6O2 overall (the ωB97M-V functional and the def2-TZVPD basis, OMol25).

Summary:
**SMILES**: CC=C=O.C=O
**Relative energy (zero: lowest compared OMol25 entry of this formula, charge and spin)**: 50.36 kcal per mole
**Frontier orbital gap**: 9.5 eV
**LUMO energy**: 0.63 eV
**2S+1**: 1

Atoms and positions in Å:
C -0.151 -1.255 1.821
C -0.091 -0.753 0.399
C 1.032 -0.476 -0.222
O 2.024 -0.206 -0.785
C -1.062 1.607 -1.708
O -1.831 0.694 -1.888
H -0.450 -2.308 1.855
H 0.818 -1.164 2.320
H -0.880 -0.679 2.399
H -0.520 1.729 -0.751
H -0.995 -0.630 -0.194
H -0.856 2.360 -2.491

=====

# 2
# C46H87Cl3F12N14O16S4

A 16-piece molecular cluster, C46H87Cl3F12N14O16S4 overall (the ωB97M-V functional and the def2-TZVPD basis, OMol25).

Summary:
**Net charge**: +2
**Frontier orbital gap**: 7.4 eV
**LUMO energy**: -4.66 eV
**2S+1**: 1

Atoms and positions in Å:
C -0.965 -1.302 1.139
C 0.180 -0.548 0.481
O -0.018 0.189 -0.492
N 1.627 -0.985 0.773
H 1.601 -1.673 1.512
H 1.911 -1.513 -0.039
C 2.552 0.188 1.189
H -1.002 -1.057 2.200
H -0.810 -2.374 1.022
H -1.918 -1.038 0.680
H 3.610 -0.070 1.230
H 2.192 0.727 2.066
H 2.588 0.966 0.426
C -0.753 -5.212 -0.089
C 0.338 -6.214 0.134
O 0.216 -7.272 0.728
N 1.712 -5.785 -0.222
H 2.205 -6.615 -0.517
H 1.607 -5.214 -1.048
C 2.538 -5.053 0.844
H -1.562 -5.288 0.637
H -1.233 -5.580 -0.996
H -0.465 -4.161 -0.093
H 1.996 -4.126 1.035
H 3.565 -5.024 0.480
H 2.588 -5.699 1.721
C -2.446 6.088 -0.522
C -1.028 5.684 -0.240
O -0.169 6.482 -0.135
N -0.711 4.180 -0.377
H -0.160 3.908 0.424
H -1.606 3.716 -0.311
C -0.010 3.757 -1.697
H -3.089 5.878 0.333
H -2.789 5.454 -1.340
H -2.536 7.164 -0.669
H 0.042 2.672 -1.779
H 0.987 4.196 -1.654
H -0.606 4.106 -2.540
C -9.154 -1.165 -0.964
C -7.956 -1.322 -0.013
O -8.111 -1.551 1.163
N -6.539 -1.235 -0.666
H -6.053 -2.069 -0.367
H -6.640 -1.148 -1.667
C -5.698 -0.180 0.075
H -9.957 -0.825 -0.309
H -9.520 -2.097 -1.395
H -8.949 -0.509 -1.810
H -4.730 -0.153 -0.426
H -5.537 -0.501 1.104
H -6.303 0.725 0.138
C -2.570 3.721 2.857
C -3.925 3.117 3.259
N -3.852 1.711 3.617
C -3.808 0.707 2.644
C -3.892 -0.538 3.306
N -3.945 -0.293 4.613
C -3.839 1.107 4.858
C -4.032 -1.388 5.575
H -2.683 4.770 2.580
H -2.147 3.107 2.062
H -1.899 3.899 3.697
H -4.474 3.155 2.318
H -4.426 3.727 4.011
H -3.657 0.996 1.614
H -3.923 -1.534 2.890
H -3.728 1.593 5.816
H -3.986 -2.373 5.110
H -4.954 -1.332 6.153
H -3.249 -1.254 6.321
C -3.340 -0.702 -7.316
C -2.336 -1.953 -7.243
N -2.459 -2.709 -5.978
C -1.331 -3.268 -5.318
C -1.780 -4.052 -4.265
N -3.129 -3.900 -4.234
C -3.553 -3.108 -5.319
C -3.939 -4.476 -3.248
H -4.373 -0.895 -7.605
H -2.948 0.063 -7.985
H -3.417 -0.167 -6.369
H -1.275 -1.717 -7.333
H -2.642 -2.629 -8.041
H -0.303 -3.178 -5.635
H -1.212 -4.711 -3.626
H -4.584 -2.867 -5.532
H -3.379 -4.673 -2.334
H -4.341 -5.465 -3.466
H -4.728 -3.857 -2.821
C 2.893 3.763 6.365
C 2.159 2.448 6.650
N 2.764 1.333 5.935
C 2.314 0.661 4.834
C 3.121 -0.431 4.563
N 4.174 -0.383 5.497
C 3.848 0.678 6.376
C 5.306 -1.348 5.488
H 2.969 4.066 5.321
H 3.897 3.724 6.789
H 2.284 4.499 6.890
H 1.117 2.564 6.353
H 2.091 2.258 7.721
H 1.417 1.024 4.357
H 3.106 -1.191 3.796
H 4.369 0.850 7.306
H 5.670 -1.620 6.478
H 6.160 -0.825 5.055
H 5.138 -2.222 4.859
C 4.701 4.683 -1.427
C 4.182 4.274 -0.077
N 4.950 3.255 0.655
C 5.909 2.401 0.230
C 6.447 1.702 1.293
N 5.846 2.225 2.417
C 4.861 3.110 2.040
C 6.273 1.897 3.746
H 5.650 5.217 -1.390
H 3.980 5.321 -1.938
H 4.812 3.826 -2.092
H 3.152 3.921 -0.076
H 4.268 5.103 0.627
H 6.092 2.284 -0.828
H 7.282 1.021 1.360
H 4.221 3.638 2.731
H 6.509 0.833 3.776
H 5.526 2.194 4.482
H 7.183 2.462 3.945
C -3.717 3.217 -6.374
C -2.497 3.267 -5.510
N -2.070 1.960 -5.025
C -0.805 1.431 -5.214
C -0.691 0.317 -4.399
N -1.851 0.247 -3.610
C -2.730 1.219 -4.098
C -2.074 -0.772 -2.653
H -3.669 2.642 -7.298
H -4.056 4.183 -6.748
H -4.524 2.771 -5.792
H -2.697 3.856 -4.615
H -1.647 3.789 -5.949
H -0.055 1.903 -5.832
H 0.075 -0.441 -4.322
H -3.712 1.342 -3.665
H -3.082 -1.185 -2.668
H -2.000 -0.202 -1.727
H -1.358 -1.589 -2.735
Cl 0.989 3.492 2.597
Cl -3.927 -3.174 0.380
Cl -3.512 2.488 -0.692
C -0.589 -2.613 4.794
F -0.819 -3.077 6.003
F -1.593 -2.774 3.942
F -0.277 -1.310 4.751
S 0.917 -3.505 4.008
O 0.489 -4.846 3.622
O 1.254 -2.651 2.835
O 1.960 -3.518 5.008
C 6.458 -1.693 -0.086
F 6.663 -2.791 -0.860
F 7.680 -1.163 0.163
F 5.660 -0.811 -0.685
S 5.578 -2.302 1.646
O 4.206 -2.605 1.219
O 6.398 -3.479 2.101
O 5.624 -1.160 2.533
C 3.571 -3.257 -3.309
F 4.110 -4.049 -2.413
F 4.104 -2.041 -3.239
F 3.664 -3.964 -4.512
S 1.713 -3.242 -2.797
O 1.234 -4.650 -2.765
O 1.742 -2.674 -1.370
O 1.004 -2.347 -3.688
C 2.769 1.426 -3.022
F 1.778 0.539 -2.958
F 2.901 2.140 -1.860
F 3.890 0.762 -3.211
S 2.517 2.678 -4.495
O 3.703 3.484 -4.409
O 2.383 1.885 -5.677
O 1.309 3.473 -4.220

=====

# 3
# C29H35Br2CeIN3O5

C29H35Br2CeIN3O5 as an isolated structure (the ωB97M-V functional and the def2-TZVPD basis, OMol25).

Summary:
**Net charge**: +2
**Frontier orbital gap (spin up / spin down)**: 6.8 / 6.8 eV
**LUMO energy (spin up / spin down)**: -5.88 / -5.87 eV
**2S+1**: 2

Atoms and positions in Å:
Ce -1.564 0.668 1.502
Br -4.546 2.575 1.318
C -5.124 1.695 2.979
Br -4.096 0.066 3.332
H -6.162 1.432 2.909
H -4.947 2.403 3.853
C 4.852 0.422 -4.528
C 3.625 0.682 -3.718
C 2.443 1.137 -4.368
C 1.305 1.403 -3.662
C 0.186 1.995 -4.423
C 1.320 1.276 -2.218
C 0.074 1.338 -1.572
O -0.251 1.064 -0.392
C 2.538 0.892 -1.564
C 2.701 0.925 -0.087
C 3.635 0.574 -2.330
H 4.893 -0.646 -4.794
H 5.787 0.650 -4.004
H 4.823 0.975 -5.517
H 2.531 1.293 -5.449
H 0.523 2.315 -5.414
H -0.233 2.844 -3.952
H -0.653 1.321 -4.644
H -0.766 1.596 -2.256
H 2.255 1.870 0.324
H 3.795 0.916 0.121
H 2.268 0.090 0.465
H 4.513 0.261 -1.828
I -1.634 -5.954 1.360
C -1.082 -4.131 2.308
C 0.043 -4.070 3.090
C 0.493 -2.872 3.618
C -0.267 -1.736 3.387
N -1.343 -1.793 2.636
C -1.782 -2.956 2.112
H 0.630 -4.959 3.260
H 1.391 -2.908 4.173
H 0.000 -0.795 3.886
H -2.695 -2.881 1.563
O 0.864 5.244 2.947
C 1.596 4.307 3.568
C 2.759 4.805 4.231
C 3.555 3.957 5.031
C 3.327 2.601 4.989
C 2.259 2.131 4.256
C 1.362 2.934 3.559
C 0.247 2.264 2.903
O 0.334 0.984 2.765
O -0.852 2.804 2.637
H 0.049 4.813 2.558
H 2.869 5.904 4.187
H 4.369 4.363 5.673
H 4.060 2.028 5.543
H 2.096 1.111 4.169
C 0.024 -2.121 -0.761
N -1.166 -2.002 -1.627
C -0.970 -2.751 -2.912
C -2.229 -2.627 -3.725
C -3.402 -3.050 -2.822
N -3.499 -2.061 -1.706
C -4.825 -1.838 -1.068
C -2.374 -1.664 -1.105
O -2.369 -1.035 0.002
H 0.391 -3.117 -0.855
H -0.305 -1.987 0.280
H 0.818 -1.397 -0.974
H -0.770 -3.824 -2.682
H -0.077 -2.308 -3.393
H -2.156 -3.257 -4.599
H -2.379 -1.584 -4.049
H -3.293 -4.050 -2.445
H -4.325 -3.087 -3.353
H -4.761 -1.920 0.024
H -5.431 -2.654 -1.367
H -5.273 -0.897 -1.354

=====

# 4
# C6H9NS2

The molecule C6H9NS2 (the ωB97M-V functional and the def2-TZVPD basis, OMol25).

Summary:
**SMILES**: C=C(C)C(=S)/C=N/SC
**Relative energy (zero: lowest compared OMol25 entry of this formula, charge and spin)**: 96.64 kcal per mole
**Frontier orbital gap (spin up / spin down)**: 7.4 / 7.4 eV
**LUMO energy (spin up / spin down)**: -1.30 / -1.30 eV
**2S+1**: 1

Atoms and positions in Å:
C -0.492 -1.757 -0.070
C -1.683 -0.782 -0.117
C -0.345 1.026 0.980
C -1.171 0.565 0.033
C -2.005 1.638 -0.777
C 3.245 -0.512 0.117
N 0.749 -1.386 0.027
S -3.381 -0.993 -0.181
S 2.391 -2.129 0.134
H -0.855 -2.861 -0.211
H -0.144 2.080 0.969
H 0.088 0.307 1.576
H -3.142 1.491 -0.577
H -1.972 1.484 -1.838
H -1.685 2.539 -0.431
H 3.858 -0.331 1.122
H 2.511 0.171 -0.072
H 4.034 -0.551 -0.683

=====

# 5
# C5H20N10O5

A 5-piece molecular cluster, C5H20N10O5 overall (the ωB97M-V functional and the def2-TZVPD basis, OMol25).

Summary:
**SMILES**: NC(N)=O.NC(N)=O.NC(N)=O.NC(N)=O.NC(N)=O
**Relative energy (zero: lowest compared OMol25 entry of this formula, charge and spin)**: 105.32 kcal per mole
**Frontier orbital gap**: 9.6 eV
**LUMO energy**: 0.15 eV
**2S+1**: 1

Atoms and positions in Å:
C 1.853 1.378 4.756
O 2.769 1.735 4.041
N 1.264 2.156 5.642
N 1.450 0.143 4.944
H 1.025 1.723 6.522
H 1.195 3.126 5.368
H 2.071 -0.645 4.823
H 0.519 0.064 5.327
C 1.055 1.686 -0.473
O 0.389 1.934 -1.453
N 0.993 0.633 0.215
N 2.215 2.287 -0.188
H 1.674 0.687 0.959
H 0.579 -0.198 -0.184
H 2.732 2.007 0.633
H 2.447 2.963 -0.901
C -4.739 3.443 -5.189
O -3.960 3.122 -6.036
N -5.835 3.956 -5.502
N -4.585 3.201 -3.906
H -6.621 4.155 -4.900
H -5.758 4.327 -6.439
H -3.710 2.957 -3.465
H -5.140 3.902 -3.436
C 3.675 -3.041 -1.429
O 3.363 -3.307 -0.289
N 3.240 -3.721 -2.479
N 4.404 -2.039 -1.849
H 2.475 -4.375 -2.395
H 3.724 -3.798 -3.362
H 4.574 -1.194 -1.323
H 4.717 -1.963 -2.807
C -1.695 -3.826 1.640
O -1.896 -4.923 1.207
N -1.325 -3.612 2.873
N -1.928 -2.758 0.876
H -1.067 -4.502 3.276
H -1.481 -2.832 3.496
H -2.191 -1.912 1.363
H -2.470 -2.939 0.043

=====

In order of appearance, electronic energy = -8338.277 -216238.947 -206454.282 -29524.520 -30649.093 eV.